Entry 1:
{
  "formula": "C3H10S2",
  "method": "ωB97M-V/def2-TZVPD",
  "species": ["C", "S", "H", "H", "H", "H", "C", "C", "S", "H", "H", "H", "H", "H", "H"],
  "xyz": [[-1.46454, -2.15041, -1.21610], [0.21288, -2.73733, -1.46983], [-2.00690, -2.94473, -0.69903], [-1.98615, -2.04138, -2.16296], [-1.55627, -1.24255, -0.63795], [0.61333, -1.73615, -2.26398], [1.12789, 2.30915, 1.07585], [0.74955, 0.94803, 0.46656], [0.19156, -0.26288, 1.69711], [1.03323, 2.29611, 2.16214], [2.10704, 2.68496, 0.80717], [0.40967, 3.09432, 0.81346], [1.62640, 0.51829, -0.02319], [0.00935, 1.07439, -0.31315], [-1.06704, 0.19019, 1.76390]],
  "gap_ev": 9.683,
  "charge": 0,
  "smiles": "CCS.CS"
}


Entry 2:
{
  "formula": "C45H52BF3N5O2Zn",
  "method": "ωB97M-V/def2-TZVPD",
  "species": ["Zn", "C", "C", "C", "C", "C", "C", "C", "C", "C", "C", "C", "C", "N", "C", "C", "N", "C", "C", "C", "C", "C", "C", "C", "C", "C", "C", "C", "C", "C", "C", "C", "C", "C", "C", "C", "C", "C", "C", "H", "H", "H", "H", "H", "H", "H", "H", "H", "H", "H", "H", "H", "H", "H", "H", "H", "H", "H", "H", "H", "H", "H", "H", "H", "H", "H", "H", "H", "H", "H", "H", "H", "H", "H", "H", "H", "H", "H", "H", "B", "C", "N", "H", "H", "H", "N", "C", "C", "O", "O", "H", "H", "H", "H", "H", "F", "C", "F", "F", "C", "C", "C", "N", "C", "C", "H", "H", "H", "H"],
  "xyz": [[0.16520, 0.27630, -0.17890], [-1.23110, 3.12480, 2.22070], [0.27420, 3.32010, 2.37930], [0.97450, 3.53580, 1.03800], [0.92430, 2.20930, 3.17960], [1.77840, 2.62000, 4.19320], [2.36310, 1.72880, 5.06990], [2.05570, 0.39050, 4.94520], [1.24020, -0.07960, 3.92680], [0.97100, -1.57300, 3.90340], [0.18900, -1.97800, 5.15630], [2.26100, -2.39860, 3.83870], [0.68160, 0.82930, 2.99140], [-0.02710, 0.35290, 1.89200], [-1.16390, -0.34030, 2.06260], [-1.71980, -1.14180, 1.04580], [-1.11600, -1.28990, -0.15500], [-1.48640, -2.31420, -1.01760], [-1.30180, -3.67550, -0.66540], [-1.49570, -4.65950, -1.62610], [-1.88680, -4.34930, -2.91380], [-2.15710, -3.03140, -3.22840], [-1.98770, -2.01320, -2.30540], [-2.48460, -0.62850, -2.65130], [-4.00390, -0.65950, -2.86320], [-1.79320, -0.02220, -3.87370], [-0.91650, -4.12630, 0.73080], [-1.98560, -5.06740, 1.29870], [0.44210, -4.83770, 0.76820], [-2.99980, -1.64420, 1.50390], [-4.03060, -2.37130, 0.95430], [-5.15540, -2.65530, 1.75440], [-5.28050, -2.23140, 3.05550], [-4.26610, -1.42450, 3.63700], [-4.23900, -0.82820, 4.92540], [-3.20460, 0.00410, 5.27680], [-2.12000, 0.28300, 4.42080], [-2.07740, -0.33660, 3.19570], [-3.16660, -1.16510, 2.83110], [-1.65580, 3.93340, 1.63210], [-1.71160, 3.12090, 3.19920], [-1.45920, 2.19780, 1.71080], [0.41280, 4.24650, 2.95520], [1.00680, 2.61370, 0.47240], [1.99790, 3.87840, 1.18940], [0.43780, 4.28040, 0.45500], [1.97660, 3.67790, 4.30910], [3.01750, 2.07470, 5.85840], [2.46240, -0.30900, 5.66190], [0.36360, -1.82400, 3.02940], [0.76540, -1.75160, 6.04860], [-0.02680, -3.04440, 5.14550], [-0.75010, -1.43750, 5.21650], [2.93670, -2.13090, 4.64790], [2.78960, -2.24980, 2.90110], [2.02110, -3.45780, 3.93220], [-1.35030, -5.69900, -1.36350], [-2.02160, -5.13290, -3.64770], [-2.52810, -2.79860, -4.21510], [-2.29630, 0.02360, -1.79780], [-4.28380, -1.22510, -3.75110], [-4.36910, 0.35900, -2.97250], [-4.49260, -1.10510, -1.99930], [-1.87210, -0.67110, -4.74600], [-0.74350, 0.16060, -3.67100], [-2.25890, 0.93360, -4.10440], [-0.85740, -3.24990, 1.38020], [-2.02710, -5.99350, 0.72850], [-2.96420, -4.59660, 1.26880], [-1.74960, -5.31200, 2.33300], [0.50870, -5.59720, -0.00960], [0.56360, -5.33240, 1.73140], [1.26250, -4.13400, 0.64310], [-3.99910, -2.71610, -0.06980], [-5.95510, -3.24020, 1.31170], [-6.16120, -2.49600, 3.62770], [-5.03770, -1.01860, 5.63050], [-3.20530, 0.46480, 6.25860], [-1.34390, 0.96370, 4.74050], [-2.87790, 3.43110, -1.16300], [-1.69440, 2.45960, -1.05290], [-0.80890, 1.72330, -0.90610], [-2.43150, 4.54450, -1.12910], [-3.56360, 3.20490, -0.19790], [-3.46940, 3.21200, -2.18560], [2.79080, -3.39410, -2.34590], [1.75860, -2.50410, -1.82550], [1.64990, -1.28550, -2.72890], [2.29650, -1.41790, -3.88120], [1.03010, -0.29530, -2.44300], [2.58260, -4.36260, -2.13880], [3.69030, -3.17380, -1.93390], [2.73900, -2.29910, -3.85900], [1.91530, -2.17360, -0.79250], [0.78410, -2.99940, -1.85210], [7.12020, 0.50810, -1.16960], [6.49130, -0.03930, -0.11570], [7.13870, 0.43410, 0.98290], [6.81010, -1.36500, -0.14830], [5.03090, 0.18020, -0.09460], [4.24170, -0.49250, 0.86510], [2.88640, -0.33460, 0.82050], [2.24420, 0.43290, -0.08450], [3.00600, 1.13140, -0.95370], [4.37210, 1.04230, -0.99730], [4.70420, -1.11950, 1.61370], [2.24090, -0.81270, 1.53620], [2.45580, 1.76010, -1.63750], [4.94130, 1.61370, -1.71190]],
  "gap_ev": 3.731,
  "charge": -1
}


Entry 3:
{
  "formula": "C41H56FN2O8P2S2SeY",
  "method": "ωB97M-V/def2-TZVPD",
  "species": ["Y", "O", "S", "C", "C", "C", "C", "S", "O", "C", "C", "C", "C", "C", "C", "C", "C", "C", "C", "C", "C", "H", "H", "H", "H", "H", "H", "H", "H", "H", "H", "H", "H", "H", "H", "H", "H", "H", "H", "C", "C", "C", "O", "P", "O", "C", "P", "O", "O", "C", "C", "C", "O", "C", "C", "C", "O", "C", "C", "C", "H", "H", "H", "H", "H", "H", "H", "H", "H", "H", "H", "H", "H", "H", "H", "H", "H", "H", "H", "H", "H", "H", "H", "H", "H", "H", "H", "H", "H", "H", "Se", "N", "C", "C", "C", "C", "C", "C", "N", "H", "H", "H", "H", "F", "C", "C", "C", "C", "C", "C", "H", "H", "H", "H"],
  "xyz": [[-0.21608, -0.17879, -0.01112], [0.41387, -0.52488, 2.17124], [0.75523, -1.46668, 3.31823], [2.21793, -0.71675, 4.12971], [3.34387, -0.26866, 3.19262], [3.42562, 1.24700, 2.95404], [2.47472, 1.80861, 1.90591], [2.78327, 1.43006, 0.11976], [2.02350, 0.14838, -0.19759], [4.50481, 0.93340, 0.16150], [5.46775, 1.92135, 0.32320], [6.80482, 1.56030, 0.35006], [7.16594, 0.22696, 0.19967], [6.19460, -0.74600, 0.01012], [4.85277, -0.39349, -0.01717], [1.61441, -2.90723, 2.67094], [1.64022, -4.01725, 3.50379], [2.29199, -5.16549, 3.08306], [2.91421, -5.19040, 1.84318], [2.88536, -4.07176, 1.02161], [2.22932, -2.92166, 1.43204], [2.55323, -1.49728, 4.81314], [1.82486, 0.10871, 4.72666], [3.27253, -0.79242, 2.23906], [4.28634, -0.58435, 3.64024], [4.45001, 1.49697, 2.68616], [3.21815, 1.77007, 3.89118], [2.46985, 2.90056, 1.94016], [1.45774, 1.45279, 2.05474], [5.17720, 2.96130, 0.43145], [7.56468, 2.31825, 0.48289], [8.21077, -0.05241, 0.21904], [6.47830, -1.78157, -0.12051], [4.08192, -1.13599, -0.17870], [1.14331, -3.98282, 4.46749], [2.30523, -6.04121, 3.71731], [3.42046, -6.08642, 1.50951], [3.37211, -4.09416, 0.05496], [2.17775, -2.05731, 0.79007], [-3.67629, -0.29484, -3.27258], [-2.85582, 0.49900, -4.26216], [-3.68369, 1.31544, -5.22955], [-1.99856, 1.44209, -3.52265], [-0.49535, 1.09390, -3.24778], [-0.28449, 0.01996, -2.22303], [0.18772, 2.69890, -2.75980], [-0.51265, 3.15563, -1.13912], [-0.04926, 2.14937, -0.13280], [-0.07738, 4.62703, -0.80785], [1.28599, 4.97763, -0.41048], [1.22498, 5.53467, 0.99822], [1.82773, 5.97793, -1.41203], [-2.06270, 3.17743, -1.20156], [-2.97648, 4.20931, -1.73985], [-2.50657, 4.77501, -3.06757], [-3.19506, 5.30552, -0.71434], [0.09028, 0.72518, -4.64784], [0.97606, -0.41340, -4.92293], [0.84213, -0.70439, -6.40190], [2.38745, -0.05856, -4.49784], [-4.39361, -0.92271, -3.79953], [-4.22041, 0.37358, -2.60170], [-3.02049, -0.93502, -2.68638], [-2.20722, -0.17949, -4.82278], [-4.31794, 2.02322, -4.69411], [-4.31977, 0.64902, -5.81054], [-3.03813, 1.86293, -5.91620], [-0.01794, 3.43436, -3.53519], [1.26819, 2.58890, -2.63497], [1.88804, 4.06527, -0.42415], [0.61870, 6.44053, 1.01369], [2.22884, 5.78452, 1.34168], [0.78271, 4.80875, 1.68231], [1.19946, 6.86876, -1.42330], [1.85682, 5.55840, -2.41849], [2.83823, 6.27074, -1.12903], [-3.89834, 3.64489, -1.87804], [-1.59235, 5.35705, -2.92756], [-3.27394, 5.44622, -3.45025], [-2.34342, 3.98779, -3.79952], [-2.29798, 5.91237, -0.60582], [-3.45889, 4.88085, 0.25118], [-4.01232, 5.94392, -1.04806], [0.61385, -1.25859, -4.33369], [1.18517, 0.14984, -6.98583], [-0.19697, -0.90769, -6.65921], [1.44291, -1.57416, -6.66349], [2.73061, 0.82912, -5.03084], [3.05932, -0.88330, -4.73177], [2.42439, 0.12432, -3.42041], [-3.35831, -1.21658, 0.38130], [-2.35353, 0.19535, 0.83101], [-3.17033, 1.13813, 1.31506], [-2.77324, 2.38395, 1.85624], [-3.73937, 3.22018, 2.32949], [-5.12161, 2.88073, 2.29267], [-5.54352, 1.68529, 1.80355], [-4.57047, 0.77881, 1.30573], [-4.83742, -0.42532, 0.81836], [-1.72334, 2.63844, 1.89890], [-3.45394, 4.17227, 2.75872], [-5.84243, 3.58689, 2.68249], [-6.58404, 1.39147, 1.80479], [-0.76207, -6.54798, -0.45649], [-0.70412, -5.21555, -0.36240], [-1.10546, -4.60308, 0.80910], [-1.02236, -3.22135, 0.89171], [-0.57010, -2.40408, -0.16386], [-0.18877, -3.10007, -1.32658], [-0.24563, -4.48255, -1.43943], [-1.47255, -5.20534, 1.63107], [-1.32806, -2.77130, 1.83534], [0.17296, -2.54757, -2.19102], [0.05168, -4.99524, -2.34576]],
  "gap_ev": 7.251,
  "charge": 2
}


Entry 4:
{
  "formula": "C3H66NO36PS2",
  "method": "ωB97M-V/def2-TZVPD",
  "species": ["O", "P", "C", "O", "S", "O", "O", "O", "C", "N", "C", "S", "H", "H", "H", "H", "O", "H", "H", "O", "H", "H", "O", "H", "H", "O", "H", "H", "O", "H", "H", "O", "H", "H", "O", "H", "H", "O", "H", "H", "O", "H", "H", "O", "H", "H", "O", "H", "H", "O", "H", "H", "O", "H", "H", "O", "H", "H", "O", "H", "H", "O", "H", "H", "O", "H", "H", "O", "H", "H", "O", "H", "H", "O", "H", "H", "O", "H", "H", "O", "H", "H", "O", "H", "H", "O", "H", "H", "O", "H", "H", "O", "H", "H", "O", "H", "H", "O", "H", "H", "O", "H", "H", "O", "H", "H", "O", "H", "H"],
  "xyz": [[-0.82207, 4.29805, 1.88610], [0.13568, 3.17178, 1.93994], [-0.26047, 2.03078, 3.37479], [0.84633, 1.89673, 4.32010], [1.66853, 0.62081, 3.89302], [2.21701, -0.08488, 5.00376], [2.56294, 1.02533, 2.86455], [0.46443, -0.25730, 3.38543], [-0.66241, 0.56625, 3.01578], [-0.99191, 0.35630, 1.60991], [-0.13982, -0.04304, 0.83753], [0.92108, -0.35015, -0.25639], [1.44498, 3.66436, 2.06788], [0.08701, 2.46072, 0.73009], [-1.08585, 2.51761, 3.89204], [-1.56610, 0.29204, 3.55032], [1.68340, -3.47852, 0.63105], [1.69108, -4.40963, 0.90499], [2.36122, -3.05146, 1.16990], [-4.15907, 0.51212, 0.08177], [-4.15699, -0.41061, -0.19265], [-3.24875, 0.70229, 0.36345], [-2.07466, 1.32385, -1.72586], [-3.02468, 1.50206, -1.67960], [-1.72611, 2.14854, -2.08808], [0.72557, -0.99209, 7.45797], [1.32080, -1.21217, 8.18052], [1.28814, -0.58157, 6.79119], [2.91882, 4.54438, 3.74410], [3.01231, 3.60059, 3.91140], [3.50274, 4.96570, 4.38340], [-6.40307, 1.85309, 0.99483], [-5.68420, 1.20593, 0.89797], [-7.14918, 1.37046, 1.37374], [-1.37088, 3.33243, -3.77567], [-1.46521, 2.72974, -4.51874], [-0.77689, 4.03160, -4.09151], [-2.95651, 2.73431, 1.09660], [-3.91292, 2.83893, 1.08672], [-2.60295, 3.60429, 0.86648], [4.27974, -4.53952, -1.10191], [3.45062, -4.32876, -0.65658], [4.19023, -5.46901, -1.34209], [-2.76006, 2.13071, 5.65980], [-1.90580, 1.86388, 6.01871], [-3.36950, 1.47992, 6.02411], [-4.44046, 3.25582, -1.44092], [-5.07313, 2.71982, -0.94662], [-4.99192, 3.76860, -2.04433], [-7.88684, 0.69692, -1.43199], [-7.94923, -0.22394, -1.16243], [-7.21447, 1.08095, -0.85168], [5.07619, 0.64131, 5.74931], [5.55980, -0.18119, 5.60804], [4.18518, 0.41391, 5.46827], [-8.46982, 2.38982, 2.78048], [-9.40387, 2.62006, 2.76235], [-8.01833, 3.14293, 2.38214], [-0.16818, -3.56810, 3.01647], [0.38054, -3.56114, 2.21617], [0.42064, -3.29915, 3.72958], [4.72000, -4.14991, -3.93042], [4.71762, -4.16330, -2.95960], [5.24526, -3.37914, -4.16643], [-1.60919, 5.13941, -1.31992], [-1.58360, 4.56518, -2.09555], [-1.07985, 5.90679, -1.55772], [5.34606, -1.51841, 3.56250], [4.41928, -1.26304, 3.63801], [5.80166, -0.70043, 3.33290], [0.13521, -5.59284, 0.14523], [-0.46210, -6.30455, -0.10222], [-0.24746, -4.79112, -0.22880], [-2.47272, -1.76393, 3.25235], [-1.77523, -2.42692, 3.12478], [-3.19669, -2.25257, 3.65494], [2.21447, -4.40052, -5.45630], [2.70975, -4.34718, -6.28110], [2.86158, -4.14445, -4.78288], [4.04023, -6.13840, -7.04757], [4.91909, -6.44516, -6.79966], [3.44274, -6.66570, -6.50420], [-4.52905, 5.89139, -0.88937], [-3.67157, 5.45864, -1.02300], [-5.12227, 5.16375, -0.67639], [2.94600, 2.05077, 7.41806], [2.53957, 1.86838, 6.56093], [3.76710, 1.54016, 7.38904], [-6.98848, 4.88456, -2.36246], [-7.94156, 5.00104, -2.41917], [-6.62111, 5.74959, -2.58016], [6.00731, -5.49731, -9.57012], [5.17879, -5.30039, -9.11195], [5.91428, -6.41086, -9.85557], [1.23158, 4.21993, -3.90466], [1.53030, 3.86968, -3.05434], [2.04850, 4.39908, -4.38016], [1.32709, -5.75661, -8.85529], [2.02977, -6.08674, -8.28236], [1.81093, -5.40777, -9.61099], [2.74695, 3.45976, -1.18007], [2.81207, 2.51140, -1.02177], [3.34563, 3.85325, -0.53674], [3.36514, -3.70755, -9.37261], [2.42630, -3.50323, -9.29072], [3.75612, -2.90271, -9.72840], [4.28839, -4.36474, 3.18434], [4.24437, -4.58486, 4.11991], [4.90901, -3.62586, 3.13995]],
  "gap_ev": 9.593,
  "charge": 0
}